*a*
13
Properties=species:S:1:pos:R:3:lowdin_charge:R:1 method="wB97M-V/def2-TZVPD" smiles=Cc1[nH+]cnn1S total_charge=+1 e_homo_ev=-14.28 lumo_ev=-3.6
C 0.122 2.201 0.098 -0.04
H -1.725 1.155 0.512 0.19
H 0.340 -1.866 0.845 0.09
H -0.188 3.140 0.244 0.11
H -1.317 -1.384 0.698 0.12
H -0.159 -1.671 -0.879 0.12
C -0.350 -1.388 0.159 0.02
S 2.645 -0.501 -0.213 0.97
N -0.733 1.111 0.284 0.20
C 0.018 0.004 0.148 -0.31
N 1.258 0.497 -0.146 -0.45
H 3.337 0.178 0.637 -0.12
N 1.331 1.793 -0.109 0.10

=====

*b*
13
Properties=species:S:1:pos:R:3:lowdin_charge:R:1 method="wB97M-V/def2-TZVPD" total_charge=+1 e_homo_ev="-13.72 / -13.16" lumo_ev="-7.0 / -6.8"
N -0.622 0.765 -0.233 0.06
H 1.243 -2.726 0.022 0.18
H 0.575 2.392 -0.331 0.12
H -0.814 2.584 0.748 0.11
N 1.027 -1.723 -0.071 -0.05
H 2.725 -1.116 -0.994 0.06
C 1.763 -0.838 -0.592 0.14
H -1.031 2.586 -1.037 0.11
C -0.908 -0.298 0.417 -0.82
H -0.721 -2.255 0.886 0.16
C -0.488 2.142 -0.200 -0.08
N -0.239 -1.467 0.467 0.06
S -2.510 -0.046 0.918 0.94

=====

Of the structures shown above, *b* is the least stable.